Entry 1:
The following is a DFT calculation (ωB97M-V with the def2-TZVPD basis set) of 3 unconnected molecules or ions with the total composition C8H18O2.

Output
* E: -12679.0875 eV
* energy above the lowest of the compared OMol25 structures with the same formula, charge and spin: 444.66 kJ/mol
* HOMO: -7.2 eV

Cartesian coordinates (Å):
1 C 1.0641 -1.0612 -1.5520
2 C -0.3168 -1.3142 -1.9054
3 C 1.7297 -1.8548 -0.4926
4 C 0.8585 1.1379 -0.1393
5 O 1.7761 -0.3317 -2.3880
6 H 2.6389 -0.1018 -2.0089
7 H -0.6487 -0.7151 -2.7493
8 H -0.8981 -1.1148 -0.9628
9 H -0.4813 -2.3822 -2.0871
10 H 1.9766 -2.8436 -0.9010
11 H 1.0262 -1.9882 0.3307
12 H 2.6508 -1.3884 -0.1397
13 H 1.9017 0.8385 -0.0296
14 H 0.6987 2.0074 0.4913
15 H 0.6099 1.3990 -1.1638
16 C -1.6006 1.2670 1.2038
17 C 0.3938 0.1149 2.3575
18 C -2.4161 1.4004 -0.0775
19 C -0.5567 0.1397 1.1608
20 O -0.9733 -0.9874 0.7522
21 H -2.2695 0.9977 2.0315
22 H -1.1404 2.2198 1.4736
23 H 0.8065 1.0955 2.5963
24 H -0.1730 -0.2437 3.2228
25 H 1.2124 -0.5838 2.1860
26 H -3.2196 2.1304 0.0413
27 H -2.8613 0.4399 -0.3403
28 H -1.7883 1.7227 -0.9103

***

Entry 2:
The following is a DFT calculation (ωB97M-V with the def2-TZVPD basis set) of 4 unconnected molecules or ions with the total composition C8H18O3 at a distorted geometry.

Output
* SMILES: C=CC(=C)C(=C)CC.O.O.O
* E: -14728.5509 eV
* energy above the lowest of the compared OMol25 structures with the same formula, charge and spin: 36.12 kJ/mol
* HOMO: -9.0 eV

Cartesian coordinates (Å):
1 C 2.5171 1.3024 0.8165
2 C 1.0749 0.8361 0.6933
3 C 0.0706 1.8467 0.1832
4 C -0.0504 3.0703 0.6745
5 C -0.7458 1.7742 -2.1469
6 C -0.8097 1.3246 -0.9042
7 C -1.6454 0.1618 -0.5062
8 C -2.5961 0.0769 0.4114
9 H 2.9420 1.4333 -0.1712
10 H 2.6125 2.3338 1.1825
11 H 3.1113 0.6556 1.4463
12 H 1.0976 0.0272 -0.0245
13 H 0.7422 0.3332 1.5929
14 H 0.5942 3.5091 1.4340
15 H -0.8307 3.7788 0.3907
16 H -1.3734 1.3415 -2.9193
17 H -0.0511 2.5402 -2.4727
18 H -1.4751 -0.7403 -1.1032
19 H -2.8198 0.8377 1.1515
20 H -3.0861 -0.8618 0.6427
21 H -0.9124 -3.6645 -0.8489
22 H -0.0380 -3.5292 0.3635
23 O 0.0194 -3.5927 -0.6132
24 H 2.2096 -1.7351 -1.9837
25 H 1.3033 -2.4151 -0.8619
26 O 1.9649 -1.7316 -1.0547
27 H -0.4111 -1.6638 2.0377
28 H -0.4480 -3.0558 2.7196
29 O -0.7753 -2.5529 1.9685

***

Entry 3:
The following is a DFT calculation (ωB97M-V with the def2-TZVPD basis set) of 2 unconnected molecules or ions with the total composition C8H18OSi at a distorted geometry.

Output
* E: -18509.5695 eV
* energy above the lowest of the compared OMol25 structures with the same formula, charge and spin: 347.84 kJ/mol
* HOMO (spin up / spin down): -7.7 / -6.4 eV

Cartesian coordinates (Å):
1 C 3.1279 1.4212 1.6973
2 C 3.2528 0.8871 0.4167
3 C -0.9515 1.8129 -0.8069
4 C -2.6411 0.0671 -1.8909
5 C -2.3262 0.2957 0.5302
6 C -0.0430 -1.8563 1.1533
7 C 3.3525 -0.5026 0.2621
8 C -1.5580 0.4307 -0.7755
9 O -0.1933 -2.2812 -1.5475
10 Si -0.1150 -0.9929 -0.5197
11 H 3.1636 2.5286 1.7049
12 H 3.1669 0.8745 2.6896
13 H 3.4004 1.6346 -0.3388
14 H -0.0836 1.8705 -0.1064
15 H -0.6661 1.8845 -1.8345
16 H -1.6997 2.5880 -0.5012
17 H -2.9689 -1.0094 -1.8824
18 H -2.2024 0.2950 -2.8375
19 H -3.4844 0.7404 -1.7534
20 H -2.2868 -0.7453 0.9525
21 H -1.8588 0.7142 1.4408
22 H -3.3538 0.6496 0.2811
23 H -0.8274 -2.4857 1.3344
24 H 0.8993 -2.3556 1.2255
25 H 0.0330 -1.1143 1.8932
26 H 3.2401 -1.2064 1.1394
27 H 3.3397 -1.0043 -0.6868
28 H 0.2840 -3.1409 -1.2396

***

Entry 4:
The following is a DFT calculation (ωB97M-V with the def2-TZVPD basis set) of C8H18S4 in the gas phase at a distorted geometry.

Output
* SMILES: CCCCSSSSCCCC
* E: -51930.0621 eV
* energy above the lowest of the compared OMol25 structures with the same formula, charge and spin: 0.00 kJ/mol
* HOMO: -8.7 eV

Cartesian coordinates (Å):
1 C 6.0351 0.7875 0.8307
2 C 4.7249 0.7775 0.0705
3 C 4.0244 -0.5668 0.1572
4 C 2.7068 -0.6412 -0.6360
5 C -3.7221 -0.8916 0.4389
6 C -3.7600 0.4622 -0.2512
7 C -3.3607 1.6503 0.6295
8 C -3.3904 2.9742 -0.1308
9 H 5.9006 0.5844 1.8807
10 H 6.7307 0.0099 0.4407
11 H 6.5532 1.7717 0.7348
12 H 4.0631 1.5774 0.4567
13 H 4.8972 1.0530 -0.9580
14 H 4.6664 -1.3303 -0.2312
15 H 3.8604 -0.8422 1.2006
16 H 2.8668 -0.3243 -1.6885
17 H 2.3226 -1.7020 -0.6495
18 H -4.3235 -0.8812 1.3366
19 H -4.0935 -1.6899 -0.2047
20 H -3.1003 0.4407 -1.1273
21 H -4.7939 0.6153 -0.6297
22 H -4.0614 1.6910 1.4708
23 H -2.3774 1.4960 1.0615
24 H -3.1260 3.7980 0.5280
25 H -4.3602 3.1500 -0.5787
26 H -2.6405 2.9583 -0.9244
27 S 1.4479 0.4289 0.1155
28 S -0.1506 0.1626 -1.1249
29 S -0.9869 -1.6676 -0.6188
30 S -2.0935 -1.4044 1.0801

***

Entry 5:
The following is a DFT calculation (ωB97M-V with the def2-TZVPD basis set) of C8H18SSi in the gas phase at a distorted geometry.

Output
* E: -27300.0864 eV
* energy above the lowest of the compared OMol25 structures with the same formula, charge and spin: 0.00 kJ/mol
* HOMO: -7.4 eV

Cartesian coordinates (Å):
1 S -0.7087 1.3720 1.7140
2 C -0.7592 -2.6655 0.6633
3 C 1.6060 0.5617 -2.3157
4 C -2.9195 0.0158 0.4498
5 C 2.1444 1.5032 1.5425
6 C 0.4065 -1.6725 0.6333
7 C 0.1932 0.3439 -1.9016
8 C -1.6977 0.8958 0.2648
9 C 0.8368 1.6084 0.7735
10 Si 0.0283 0.0875 -0.0365
11 H -0.4393 -3.6549 0.9357
12 H -1.1961 -2.7738 -0.3363
13 H -1.5451 -2.3840 1.3748
14 H 1.8760 1.6178 -2.2342
15 H 1.8038 0.1770 -3.3321
16 H 2.2662 -0.0331 -1.6702
17 H -3.8029 0.6504 0.5925
18 H -3.1030 -0.5582 -0.4518
19 H -2.8251 -0.6535 1.3110
20 H 2.0516 0.7626 2.3522
21 H 2.4324 2.4537 2.0391
22 H 3.0332 1.2041 0.9293
23 H 0.8325 -1.5462 1.6647
24 H 1.2237 -1.9983 -0.0271
25 H -0.4966 1.1067 -2.3300
26 H -0.1801 -0.6109 -2.2818
27 H -1.8293 1.7161 -0.4580
28 H 0.7680 2.4745 0.1349

***

Entry 6:
The following is a DFT calculation (ωB97M-V with the def2-TZVPD basis set) of C8H18Si in the gas phase at a distorted geometry.

Output
* SMILES: C=C[C@@H](CC)[Si](C)(C)C
* E: -16463.4265 eV
* energy above the lowest of the compared OMol25 structures with the same formula, charge and spin: 141.93 kJ/mol
* HOMO: -9.6 eV

Cartesian coordinates (Å):
1 C 0.9235 -2.1820 2.4167
2 C 0.8780 -1.5061 1.2750
3 C 0.7480 -0.0483 0.4682
4 C 2.4493 1.6354 -0.2041
5 C -2.2106 -1.2258 0.4920
6 C -1.0656 -0.1776 -2.2274
7 C -1.7164 1.7449 0.1037
8 C 2.0935 0.2257 -0.2169
9 Si -0.9867 0.0091 -0.3089
10 H 1.3653 -3.1138 2.4417
11 H 0.7955 -1.8261 3.4611
12 H 0.6779 0.7137 1.1956
13 H 1.2771 -2.0159 0.3987
14 H 3.3527 1.8215 -0.9439
15 H 2.9656 2.0005 0.7452
16 H 1.5384 2.2635 -0.3614
17 H -1.8303 -1.4692 1.4645
18 H -3.1861 -0.8671 0.6576
19 H -2.2362 -2.2177 -0.0403
20 H -0.0263 0.0657 -2.7305
21 H -1.5259 -1.1523 -2.5605
22 H -1.7031 0.5601 -2.5742
23 H -2.9048 1.8213 -0.2471
24 H -1.6736 1.9730 1.2273
25 H -1.1451 2.4902 -0.3820
26 H 2.8777 -0.3778 0.1870
27 H 1.8963 -0.1914 -1.2342

***

Entry 7:
The following is a DFT calculation (ωB97M-V with the def2-TZVPD basis set) of a molecular structure, C8H19AlCdFO2Si at a distorted geometry.

Output
* E: -34445.4334 eV
* net charge: +1
* HOMO: -11.3 eV

Cartesian coordinates (Å):
1 C -2.0270 2.8685 1.0429
2 Si -0.2147 2.5402 0.6844
3 C 0.5447 3.7487 -0.5531
4 C 0.7472 2.7517 2.3053
5 Al 0.1204 0.3566 -0.3253
6 O -0.7998 0.5379 -1.8997
7 C -0.8823 -0.7741 -2.2529
8 C -0.9048 -1.7469 -0.9386
9 C 0.2724 -2.7633 -1.0120
10 C 0.6440 -3.3433 0.3689
11 C 1.9010 -2.7354 0.9442
12 F 2.9215 -2.7668 0.0140
13 O -0.9897 -1.0243 0.1399
14 H -2.2137 3.9130 1.2691
15 H -2.6794 2.4978 0.2608
16 H -2.2916 2.3176 1.9435
17 H -0.0659 3.8802 -1.4377
18 H 1.4786 3.2981 -0.8926
19 H 0.8154 4.6771 -0.0613
20 H 1.5095 3.5140 2.1796
21 H 1.2445 1.8443 2.6350
22 H 0.0645 3.0727 3.0853
23 H 1.6059 -0.1144 -0.6318
24 H -1.7055 -0.9350 -2.9543
25 H 0.0119 -1.0292 -2.8360
26 H -1.8698 -2.4339 -1.1854
27 H -0.0870 -3.6125 -1.5924
28 H 1.1541 -2.3531 -1.4762
29 H -0.1445 -3.1573 1.0924
30 H 0.7938 -4.4105 0.2755
31 H 2.2161 -3.3423 1.7893
32 H 1.7592 -1.7124 1.2757
33 Cd -3.0282 -3.6885 -1.3183

***

Entry 8:
The following is a DFT calculation (ωB97M-V with the def2-TZVPD basis set) of a molecular structure, C8H19AsFO2 at a distorted geometry.

Output
* E: -76251.0471 eV
* net charge: -1
* HOMO: -3.1 eV

Cartesian coordinates (Å):
1 C 0.4292 3.4200 2.4560
2 C -0.7768 3.2762 1.5328
3 F -1.9502 3.2082 2.3222
4 C -0.6379 2.0914 0.5919
5 As -1.1560 0.2154 1.3877
6 C -1.4795 -0.4519 -0.5363
7 C -0.2919 -0.4504 -1.4977
8 C 0.8644 -1.4001 -1.1097
9 C 1.1903 -2.3167 -2.2732
10 O 2.3846 -3.1276 -2.0530
11 C 2.1656 -4.4157 -1.7770
12 O 1.4916 -4.8427 -0.8731
13 H 0.8222 2.4360 2.7281
14 H 0.1607 3.9574 3.3691
15 H 1.2121 3.9837 1.9362
16 H -0.8889 4.2014 0.9449
17 H 0.4180 2.0110 0.3101
18 H -1.2448 2.2577 -0.3065
19 H 0.3907 -0.2031 1.3291
20 H -0.9319 0.7488 2.8684
21 H -2.6844 0.6772 1.4423
22 H -1.5515 -1.2302 1.9715
23 H -2.2468 0.2285 -0.9296
24 H -1.9271 -1.4543 -0.4911
25 H -0.6507 -0.7739 -2.4922
26 H 0.0783 0.5702 -1.6476
27 H 1.7651 -0.8260 -0.8654
28 H 0.6285 -1.9824 -0.2159
29 H 0.3442 -2.9819 -2.4728
30 H 1.3994 -1.7288 -3.1721
31 H 2.6735 -5.0973 -2.4770